{
  "formula": "C2H8N2O",
  "method": "ωB97M-V with the def2-TZVPD basis set",
  "elements": ["H", "N", "C", "N", "C", "H", "H", "H", "H", "H", "O", "H", "H"],
  "xyz": [[0.17, -1.16, 2.19], [0.31, -0.61, 1.36], [-0.60, 0.22, 0.95], [-0.47, 0.53, -0.38], [-1.41, 1.50, -0.99], [-1.50, 0.34, 1.52], [0.48, 0.71, -0.64], [-2.34, 0.91, -1.03], [-1.58, 2.44, -0.56], [-1.27, 1.71, -2.08], [2.01, -1.44, -0.72], [2.06, -2.36, -0.46], [1.20, -1.17, -0.22]],
  "mulliken_charge": [0.21, -0.64, 0.02, -0.30, -0.97, 0.37, 0.28, 0.34, 0.35, 0.31, -0.67, 0.31, 0.39],
  "largest_force_ev_per_a": 4.18,
  "e_lumo_ev": 0.93,
  "smiles": "[H]/N=C/NC.O",
  "orbital_gap_ev": 10.29,
  "charge": 0,
  "homo_ev": -9.354
}